No. 1
A single C13H14O molecule at a distorted geometry, computed with ωB97M-V/def2-TZVPD.

## Properties
HOMO (alpha / beta): -4.29 / -8.37 eV
Energy above the lowest of the compared OMol25 structures with the same formula, charge and spin: 0.0 kcal per mole
Kohn-Sham gap (alpha / beta): 5.159 / 6.352 eV
LUMO energy (alpha / beta): 0.9 / -2.0 eV
2S+1: 3
Strongest force on any atom: 4.27 eV/A

The geometry in XYZ format:
```
28
C13H14O ωB97M-V/def2-TZVPD
C -2.90 1.68 -1.39
C -2.74 2.37 -0.23
C -1.90 0.77 -1.83
C -1.55 2.18 0.51
C -0.76 0.48 -1.08
C -0.63 1.16 0.13
C -0.35 -1.88 -0.81
C 0.08 -2.28 0.39
C 0.31 -0.58 -1.13
C 1.25 -1.44 0.94
C 1.18 -0.22 0.06
C 1.30 -1.23 2.49
C 2.59 0.32 -0.35
O 0.39 0.75 0.84
H -3.81 1.69 -1.87
H -3.40 3.24 -0.04
H -2.17 0.34 -2.85
H -1.28 2.60 1.44
H -1.12 -2.21 -1.40
H -0.30 -3.12 0.85
H 0.75 -0.61 -2.18
H 2.11 -1.96 0.48
H 0.31 -0.94 2.79
H 2.00 -0.32 2.58
H 1.78 -2.11 3.07
H 3.26 0.40 0.50
H 2.51 1.28 -0.85
H 3.07 -0.37 -1.04
```


No. 2
A single C13H14O2 molecule at a distorted geometry, computed with ωB97M-V/def2-TZVPD.

## Properties
HOMO (alpha / beta): -7.60 / -7.34 eV
Energy above the lowest of the compared OMol25 structures with the same formula, charge and spin: 75.2 kcal per mole
Kohn-Sham gap (alpha / beta): 7.901 / 6.214 eV
LUMO energy (alpha / beta): 0.3 / -1.1 eV
2S+1: 1
Strongest force on any atom: 2.72 eV/A

The geometry in XYZ format:
```
29
C13H14O2 ωB97M-V/def2-TZVPD
C -4.01 0.58 0.00
C -3.29 1.64 -0.53
C -3.21 -0.32 0.65
C -1.96 1.91 -0.39
C -1.80 -0.07 0.80
C -1.12 1.06 0.31
C 1.01 2.48 0.06
C 2.40 1.21 1.38
C 1.26 0.24 0.93
C 0.25 1.27 0.49
C 1.44 -0.63 -0.31
C 2.15 -0.14 -1.47
C 0.64 -1.85 -0.35
O 0.57 3.38 -0.60
O 2.26 2.38 0.48
H -5.03 0.40 -0.23
H -3.82 2.43 -1.06
H -3.70 -1.20 1.07
H -1.56 2.87 -0.73
H -1.24 -0.77 1.45
H 2.14 1.60 2.44
H 3.44 0.85 1.43
H 1.06 -0.43 1.80
H 1.96 0.91 -1.50
H 1.74 -0.64 -2.41
H 3.19 -0.23 -1.33
H -0.48 -1.77 -0.21
H 0.94 -2.43 0.51
H 0.62 -2.32 -1.36
```


No. 3
A single C13H14O4 molecule, computed with ωB97M-V/def2-TZVPD.

## Properties
HOMO: -9.45 eV
SMILES: O=C(O)CCC(=O)CCC(=O)c1ccccc1
Energy above the lowest of the compared OMol25 structures with the same formula, charge and spin: 5.3 kcal per mole
Kohn-Sham gap: 9.678 eV
LUMO energy: 0.2 eV
2S+1: 1
Strongest force on any atom: 0.69 eV/A

The geometry in XYZ format:
```
31
C13H14O4 ωB97M-V/def2-TZVPD
O -4.81 0.10 1.44
C -4.30 -0.40 0.47
O -4.94 -1.31 -0.29
H -5.82 -1.51 0.08
C -2.92 -0.13 -0.06
H -3.01 0.05 -1.14
H -2.33 -1.04 0.08
C -2.27 1.05 0.67
C -0.79 1.19 0.40
O 0.02 1.24 1.29
C -0.36 1.32 -1.05
H 0.55 1.92 -1.06
C -0.05 -0.07 -1.66
C 0.56 -0.98 -0.60
O -0.09 -1.89 -0.14
C 1.92 -0.66 -0.11
C 2.82 0.14 -0.81
C 4.07 0.41 -0.27
C 4.42 -0.11 0.97
C 3.53 -0.91 1.66
C 2.29 -1.19 1.12
H 1.59 -1.81 1.65
H 3.81 -1.32 2.62
H 5.39 0.11 1.38
H 4.76 1.03 -0.81
H 2.57 0.54 -1.78
H -0.96 -0.54 -2.01
H 0.63 0.04 -2.50
H -1.12 1.81 -1.65
H -2.42 0.93 1.74
H -2.76 1.98 0.37
```


No. 4
A single C13H14S molecule at a distorted geometry, computed with ωB97M-V/def2-TZVPD.

## Properties
HOMO: -8.11 eV
SMILES: C[C@H]1C=C(c2ccsc2)C2=C1C2(C)C
Energy above the lowest of the compared OMol25 structures with the same formula, charge and spin: 94.9 kcal per mole
Kohn-Sham gap: 8.930 eV
LUMO energy: 0.8 eV
2S+1: 1
Strongest force on any atom: 6.13 eV/A

The geometry in XYZ format:
```
28
C13H14S ωB97M-V/def2-TZVPD
C -3.43 -1.23 0.13
C -4.61 -0.59 -0.15
C -2.80 0.99 -0.05
C -2.36 -0.32 0.17
C -0.29 -1.78 -0.09
C -0.97 -0.70 0.24
C 0.25 0.58 0.05
C 1.26 -0.09 -0.51
C 1.13 -1.57 -0.54
C 1.48 1.30 -0.10
C 2.16 -2.40 0.26
C 2.25 1.77 1.18
C 1.56 2.55 -1.00
S -4.45 1.10 -0.23
H -3.43 -2.34 0.00
H -5.63 -0.99 -0.29
H -2.26 1.99 0.19
H -0.59 -2.78 0.04
H 1.12 -1.99 -1.57
H 2.20 -2.03 1.27
H 3.14 -2.23 -0.13
H 2.01 -3.50 0.30
H 1.71 2.50 1.70
H 3.23 2.22 0.97
H 2.52 0.95 1.86
H 2.01 3.32 -0.47
H 0.62 2.98 -1.33
H 2.16 2.28 -1.92
```